[1]
This record from OMol25 describes a molecular structure, C44H40BrN4O7P2RbS at a distorted geometry. The level of theory is ωB97M-V/def2-TZVPD.

The geometry in XYZ format:
```
100
Properties=species:S:1:pos:R:3:forces:R:3:mulliken_charge:R:1
C -0.694477 -2.502105 -0.167094 0.010 0.023 0.029 -0.687
C -0.714283 -1.135340 -0.428944 -0.105 0.030 -0.197 0.644
P -1.736948 1.288837 -1.338116 -0.526 -0.293 0.088 0.227
H 5.378078 1.945246 0.294595 0.005 -0.001 -0.001 0.297
C 2.250161 3.763974 -0.029229 -0.154 -0.260 -0.053 0.332
H 2.404825 -2.764967 5.318341 0.005 0.068 0.011 0.372
H 0.140245 -2.921162 0.379265 -0.023 0.013 -0.002 0.786
H -3.804590 3.536787 1.434245 0.014 -0.021 0.022 0.333
C 3.372871 1.169222 0.050014 -0.094 0.197 0.010 0.971
C -3.937034 2.277821 5.081558 -0.006 0.013 -0.026 -0.547
H -3.634035 -3.369452 -1.615939 0.019 0.012 0.001 0.349
C -4.449837 3.952976 3.438928 0.030 -0.040 -0.007 -0.663
H -5.180306 1.149420 0.382516 0.011 -0.058 0.022 0.277
H 0.136319 -0.528806 -0.119130 -0.181 -0.055 -0.082 0.274
O 0.260448 4.881568 -0.664652 0.048 -0.229 0.050 -0.858
H -3.955343 1.929450 6.107258 0.007 0.001 -0.014 0.389
H -4.954448 4.119807 5.519505 -0.006 -0.017 -0.018 0.353
H 4.506533 2.742205 -2.423965 -0.002 -0.002 0.009 0.270
H -6.308884 2.576466 -2.979890 0.018 0.017 -0.002 0.379
C -3.894796 1.086205 -4.823716 -0.008 0.020 0.057 -0.553
H 7.293075 -3.842581 -2.737153 0.010 0.016 0.000 0.348
H 1.275315 -4.819320 -4.771231 -0.033 0.014 -0.007 0.313
N 2.408519 -0.350970 2.955864 0.492 -0.369 0.109 0.510
C 2.268923 3.880590 2.542939 0.076 0.040 0.424 -0.225
H 3.343307 0.105448 0.240052 -0.045 -0.086 0.166 -0.665
H -1.953094 2.652971 0.364331 0.136 -0.040 0.017 0.427
H -3.693866 -0.958606 -2.041407 0.005 0.010 0.011 0.277
N 2.690077 -4.036423 -2.511054 -0.178 0.374 0.436 0.029
C -3.890261 -0.298657 1.290544 0.081 -0.012 0.085 0.646
H -4.696167 -3.551341 1.839673 0.015 0.017 -0.009 0.443
O 1.663425 3.099466 3.312315 0.835 1.339 0.552 -0.785
C 2.713413 2.901449 -1.203018 0.080 -0.070 0.152 -0.030
H 6.847171 -2.890766 -4.144859 -0.012 0.013 -0.008 0.268
H -1.723390 -4.372946 -0.387426 0.001 0.035 -0.003 0.443
H 1.731491 -4.003346 -2.187462 0.007 0.015 0.017 0.040
C -1.736455 -3.308800 -0.601445 -0.009 0.020 -0.002 -1.038
H 4.674368 3.827909 -1.037374 0.026 0.012 -0.006 0.414
H 3.964313 3.630558 1.291393 0.172 -0.080 -0.075 0.849
C -1.797030 -0.553790 -1.104654 0.199 -0.055 0.041 -0.254
C -5.128738 1.650295 -4.513419 0.033 0.003 0.057 -0.426
N 4.873219 -3.206223 -2.210402 -0.353 0.249 0.515 -0.474
C -2.805818 -2.748422 -1.292061 0.047 0.023 -0.031 -0.672
C -5.354543 2.126508 -3.229568 0.054 -0.030 0.006 -0.696
H -4.534068 2.408614 -1.256139 0.021 -0.030 -0.057 0.246
C 4.331429 -4.740924 -3.970444 0.138 -0.121 -0.188 -0.796
O 3.017025 1.792553 1.329833 0.827 0.624 -0.710 0.362
S 2.944513 -2.386641 -0.507095 0.381 -0.119 -0.089 -0.194
C -5.983282 -2.104468 0.913396 0.040 0.044 -0.007 -0.501
C 2.072215 -1.312301 3.746870 0.826 0.224 0.076 0.458
H 2.358530 -6.199661 -5.002289 0.006 -0.001 -0.009 0.359
C -3.140890 1.431988 -2.542646 0.028 -0.021 0.013 -0.177
C 4.592636 -0.391137 4.170370 -0.112 -0.116 -0.099 -1.614
H -5.901345 1.726013 -5.269973 0.016 0.008 0.012 0.353
C -3.326561 1.509761 4.102681 0.008 0.004 -0.025 -0.691
H -2.865698 0.561755 4.363672 0.015 0.024 0.019 0.392
C 2.940233 3.271709 1.263449 -0.310 0.331 0.025 -0.404
Br 0.205618 -1.894535 3.520109 -0.175 -0.178 -0.051 -0.335
Rb 0.641116 1.406022 1.978548 -1.625 -2.856 1.484 1.658
H 2.170537 3.156162 -2.110099 -0.051 -0.016 -0.032 0.714
O 0.011886 2.865224 0.286512 -0.303 1.920 -1.392 -0.105
C -3.284839 1.946203 2.777738 0.024 0.028 -0.057 0.836
H -3.699240 0.729606 -5.828710 0.007 -0.009 0.020 0.367
C -6.117205 -0.780275 0.500627 0.040 -0.019 0.006 -0.707
C -4.499930 3.505531 4.750936 0.031 -0.024 -0.021 -0.449
C 5.228809 -3.923314 -3.229542 0.023 -0.141 -0.239 1.038
H 5.118552 0.889272 -1.109305 0.028 0.025 -0.025 0.518
N -2.522918 1.821286 0.142953 0.243 -0.065 -0.175 -0.168
C 2.808224 -1.959158 4.724889 -0.133 -0.086 0.019 -1.008
H 2.569878 4.793098 -0.168379 0.188 0.028 -0.017 0.516
H 6.958893 -4.653426 -4.291111 0.001 0.020 0.012 0.343
C 3.714252 0.208790 3.151387 -0.462 -0.022 -0.214 0.067
O 2.404050 1.520208 -0.883095 0.023 0.015 -0.014 -0.532
H 1.351247 -6.085668 -3.547952 -0.007 -0.013 0.014 0.364
H 4.792653 -1.878227 5.649711 -0.011 0.006 -0.016 0.306
C -3.762977 -1.620902 1.701583 0.019 0.003 0.068 -0.401
C 4.688167 1.689915 -0.506675 0.001 0.122 -0.104 -0.760
H -4.872143 4.916249 3.177545 0.019 -0.011 0.001 0.397
C 1.943424 -5.516944 -4.265143 -0.003 -0.039 -0.009 -1.458
C -4.808175 -2.521446 1.520760 -0.012 0.056 0.005 -0.589
C -2.838124 -1.383622 -1.531976 0.051 -0.021 -0.021 -0.189
C 4.146997 -1.431172 4.898058 -0.216 -0.105 0.002 -0.101
C -3.845440 3.176803 2.455445 -0.051 0.068 -0.003 -0.255
C 3.031973 -4.762647 -3.575154 0.087 -0.251 -0.403 0.986
O 2.435963 5.107822 2.621889 0.010 -0.148 -0.189 -0.821
C -4.364742 2.023764 -2.255351 -0.070 0.036 0.001 0.016
H -7.033780 -0.450411 0.024249 0.012 -0.005 0.010 0.417
C 4.176415 1.290827 2.501613 1.510 0.007 0.854 0.319
C 4.240397 2.887160 -1.375407 0.037 -0.074 0.041 -0.983
C 3.564713 -3.221366 -1.780798 -0.127 0.029 0.045 -0.210
P -2.451155 0.824062 1.577101 -0.765 -0.029 -0.345 -0.429
C -2.913584 0.988477 -3.849194 0.036 0.001 0.040 -0.230
O 5.196381 1.996076 2.483590 -0.775 -0.161 -0.265 -0.909
H 4.658889 -5.317087 -4.823051 0.017 0.011 0.012 0.302
H -1.948728 0.552787 -4.095406 -0.039 0.010 -0.011 0.372
H 5.582588 0.024167 4.304726 -0.019 0.009 -0.013 0.353
C 6.670662 -3.835983 -3.629469 0.088 -0.086 -0.069 -1.262
H -6.794360 -2.807073 0.756273 0.013 0.019 0.008 0.339
H -2.826697 -1.948004 2.145292 -0.042 0.006 -0.021 0.354
C -5.078795 0.117030 0.697032 -0.064 -0.016 -0.015 -0.548
C 0.694060 3.856304 -0.114566 -0.138 0.254 -0.226 -0.612
```
Forces are in eV/Å.

Computed properties:
2S+1   1
Energy relative to the best compared isomer or geometry (same formula, charge and spin)   494.5 kJ/mol
Total charge   -2
HOMO   0.575 eV
Molar mass   996.21 g mol⁻¹

---

[2]
This record from OMol25 describes a molecular structure, C59H80AsCdN10OP2S. The level of theory is ωB97M-V/def2-TZVPD.

The geometry in XYZ format:
```
155
Properties=species:S:1:pos:R:3:forces:R:3:mulliken_charge:R:1
H -5.877134 3.581391 0.593667 0.027 -0.003 0.011 0.466
C -4.126623 4.033032 -5.787759 0.021 -0.031 0.066 -1.727
H 5.710192 -1.130431 2.172091 0.018 -0.023 -0.019 0.588
C 2.598388 -3.455061 -0.240769 0.148 0.030 0.519 -0.181
C 3.073764 5.528895 -0.223735 -0.002 -0.090 0.010 -0.644
C 2.439610 3.293033 -0.010854 0.139 -0.079 0.102 -0.512
C -2.473683 -2.771212 -1.077129 0.193 -0.163 0.323 0.053
H -0.071974 0.916599 4.270096 -0.027 0.011 0.013 0.202
C 0.380076 -1.383958 -3.080159 0.199 -0.187 0.005 -1.131
H 2.150817 -0.129099 4.688112 0.020 -0.010 -0.017 0.370
H 3.650972 -0.328545 3.778350 -0.021 -0.013 0.003 0.372
C -1.171120 -3.882201 2.581157 0.017 0.088 -0.005 -0.411
H -2.179723 -1.607485 1.456539 0.051 -0.018 0.046 -0.360
H -1.767404 -1.537177 3.675409 -0.049 0.009 -0.030 0.226
C -4.063906 -4.319358 -0.336259 0.248 0.094 0.122 0.508
H -2.813698 6.268280 -1.522041 0.015 0.008 -0.016 0.544
H -4.385713 1.751663 0.053098 -0.012 0.190 -0.025 0.424
H -3.517752 3.568219 -6.566281 -0.003 0.007 -0.008 0.316
H 0.441400 0.562943 -5.341695 0.006 0.022 0.001 0.333
C -1.803966 3.650542 2.463583 0.145 -0.025 0.005 -0.138
H -1.618784 -3.533732 3.504771 0.013 -0.026 0.001 0.253
C -3.097605 -1.046214 1.371393 0.025 -0.016 0.064 0.452
C -2.656657 3.523943 1.347973 -0.036 -0.181 -0.057 -0.233
C 6.130895 -5.637106 -1.705746 -0.066 0.048 0.021 -1.766
N -1.866333 0.791964 0.358618 -0.374 0.093 0.045 0.498
C 5.110454 -0.609427 0.161400 -0.038 0.055 -0.053 1.286
H -2.181441 5.143758 -0.327159 -0.008 0.024 0.020 0.164
H 5.542468 -2.528187 1.093634 -0.010 -0.013 -0.031 0.201
N -0.087853 -1.213022 -4.331961 -0.137 -0.014 -0.106 0.581
H -1.503619 0.802317 3.233304 0.020 0.000 -0.016 -0.126
H -1.026656 -2.048552 -5.984113 -0.013 0.006 0.003 0.361
H -4.222530 -2.637591 2.239050 0.014 0.010 -0.004 0.437
C 6.526419 -0.532519 -0.407652 -0.006 -0.068 0.068 -1.794
H -1.261619 0.494239 -4.818925 0.004 -0.001 0.027 0.265
P 3.675084 -0.983430 -1.039086 -0.107 -0.049 -0.024 1.274
C 4.936833 -4.882917 -1.178068 0.054 -0.019 -0.017 0.735
H -1.177259 5.634777 -1.690354 0.020 -0.005 0.033 0.132
As -1.698519 2.539640 -0.150318 -0.043 0.062 -0.104 1.529
H 4.169010 -6.501544 0.006400 -0.029 0.016 0.018 0.363
H 0.280599 -5.062644 -0.756580 0.039 -0.031 -0.006 0.379
C -3.607473 2.323608 -4.010076 0.006 0.008 0.021 -0.352
N -4.620993 -5.077437 0.346277 -0.125 0.126 -0.252 -0.788
H -4.089819 5.113197 -5.930126 0.000 0.002 -0.008 0.362
P 0.287064 -1.447108 2.513187 0.208 -0.381 -0.124 0.811
Cd -0.114698 -0.567125 -0.037414 0.108 0.307 0.063 4.415
H 5.538166 -0.907850 -2.640173 0.064 -0.043 -0.030 0.514
C -4.402512 4.539397 2.687726 0.010 0.003 0.027 -1.056
H -2.959578 -5.454550 3.694906 0.030 -0.005 0.022 0.362
H 4.483183 -1.048630 -4.777628 -0.033 0.010 0.014 0.600
H 3.454089 1.317882 -2.831914 -0.030 -0.010 -0.011 0.058
C -0.336039 3.293296 2.391531 -0.087 0.044 0.051 -1.281
C 2.043473 -1.594213 3.077740 -0.107 0.155 0.070 3.591
H 5.478718 -3.027776 -2.045531 -0.020 0.030 0.000 0.102
C 4.728306 -3.544900 -1.453082 -0.023 0.037 -0.005 -0.317
H 3.810280 4.124072 1.244324 0.001 -0.028 -0.002 0.303
H 1.017996 -2.590392 -1.611493 -0.003 -0.048 0.260 -1.179
H 1.889345 -3.708685 3.599359 0.014 0.006 -0.012 0.321
C 4.484101 0.954319 -2.794094 0.073 0.014 0.018 -1.489
H -3.175922 5.648386 -3.802324 0.004 -0.011 0.002 0.312
H -3.351546 5.044386 5.898926 -0.001 0.005 0.003 0.350
C -4.329829 0.826392 0.597791 0.061 0.013 -0.013 -0.044
H -4.971880 4.496579 5.461461 0.006 0.006 0.008 0.343
H -3.973077 0.163043 -1.799776 0.015 -0.006 0.003 0.563
C 5.113430 -1.559990 1.361431 -0.065 -0.014 -0.113 -0.779
H 3.490611 -3.000942 3.820039 0.003 0.009 0.014 0.363
C -1.118601 -5.451597 0.804079 0.015 -0.018 0.012 -1.117
H -0.180972 -2.828442 5.187384 0.004 0.011 -0.004 0.351
H -1.177097 -1.630377 6.023879 0.020 -0.004 0.006 0.449
C -5.491330 -0.999642 1.670057 0.006 0.065 0.003 -1.235
N -1.520038 -2.093345 -1.096054 -0.230 -0.135 0.115 -0.027
H 2.212172 -2.649326 4.981508 -0.014 -0.001 0.000 0.395
H 4.960172 1.437682 -1.937115 -0.024 0.003 -0.021 0.334
H -4.597115 3.755835 -0.605647 0.016 -0.019 -0.035 -0.178
H 3.966283 6.021668 -0.606387 0.007 0.026 0.005 0.325
H -6.445122 0.751837 0.877177 0.016 0.016 0.004 0.376
N 0.441224 -0.252095 -2.357751 0.163 0.004 0.147 1.533
S 2.324440 1.765180 0.632741 -0.017 0.017 0.027 0.078
C -2.196594 5.377861 -1.387471 0.002 -0.094 -0.125 -2.010
N 1.670791 3.827235 -0.959681 -0.307 -0.176 -0.349 0.629
H -6.407031 -1.467061 2.008868 0.013 -0.001 -0.023 0.374
H 0.149791 3.474670 3.351563 -0.019 0.000 0.030 0.343
N 3.389193 4.219778 0.336529 0.021 0.051 0.016 -0.178
H 4.111761 -1.748246 1.744363 0.274 0.025 -0.078 0.085
H 4.847967 0.383776 0.539214 -0.021 0.012 -0.050 0.485
H 2.312281 0.575607 3.070937 0.013 -0.020 0.034 0.147
H -5.253273 5.178266 0.194975 0.016 -0.009 -0.014 0.570
C -3.595270 4.581934 3.810375 0.016 0.002 0.003 0.974
H -3.657876 -5.817719 2.108426 0.107 -0.024 0.069 0.266
C -0.239223 0.204287 -4.564666 0.005 -0.076 -0.087 -0.414
H 0.495327 -3.395794 -3.037525 0.030 0.006 -0.070 0.361
H -1.520040 -6.332141 0.313152 0.008 0.018 -0.004 0.229
C 2.418081 -2.810563 3.923176 -0.016 -0.006 -0.067 -1.705
H 5.003283 1.282516 -3.701007 -0.012 -0.008 0.011 0.493
H 1.242534 5.843503 -1.380185 -0.024 0.021 -0.052 0.202
N 0.830000 -2.543967 -2.622556 -0.125 0.200 -0.306 0.944
H 2.249378 -5.305926 0.826720 -0.129 -0.042 0.029 0.515
C 2.090025 5.160312 -1.347586 -0.039 0.015 -0.024 -0.474
H 0.748184 -2.117883 -6.040208 0.010 -0.006 -0.006 0.286
C 0.440597 -3.577135 0.783630 0.104 -0.048 0.067 -1.689
H -1.608564 4.213526 4.516134 -0.001 -0.003 -0.006 0.240
C -5.503251 0.239827 1.046008 -0.007 -0.055 0.010 -1.229
H 5.830929 -6.520027 -2.275589 0.005 0.000 -0.006 0.347
C -3.163110 1.930717 -2.749493 -0.009 -0.108 0.002 -0.079
C 4.011832 -5.476634 -0.319484 -0.016 -0.013 -0.009 -1.127
C -4.968157 4.132630 0.339425 0.047 -0.080 0.037 -1.911
C -3.153090 0.451149 -2.459701 -0.022 0.069 -0.045 -0.926
H -4.455398 6.127538 5.044995 -0.002 0.000 0.004 0.338
N 1.450031 -2.801024 0.185162 0.131 -0.299 -0.359 -0.147
H 2.887663 -0.731063 -4.104092 -0.167 0.015 0.007 0.037
H -3.946583 1.554264 -4.699681 0.003 0.000 0.013 0.445
N -3.512260 -3.502708 -1.195338 -0.324 0.018 -0.443 -0.988
C -2.718238 4.247281 -2.250402 -0.064 0.048 0.050 1.113
H -3.263053 -0.118482 -3.385240 -0.015 0.012 -0.010 0.654
C -0.805833 -1.116540 3.970896 0.018 0.170 -0.066 1.169
H 3.683177 -2.273352 -3.776377 -0.002 -0.021 0.015 0.181
H -2.450957 -6.899453 2.813501 0.028 -0.021 0.020 0.450
C -3.960804 4.036332 1.464441 -0.033 -0.061 -0.074 2.322
C -0.126685 -2.192752 -5.386754 0.083 0.043 0.027 -1.143
H -2.241823 0.130269 -1.961862 -0.031 0.017 -0.033 -0.764
C -0.378433 -1.760678 5.287907 -0.028 0.002 -0.010 -2.135
H 2.505192 -1.725063 2.098465 -0.186 0.028 0.027 -2.980
C -1.018533 0.390977 4.119557 -0.023 -0.003 0.045 -1.116
H 6.727601 -5.004047 -2.364921 -0.003 -0.009 0.010 0.383
H 0.169085 3.892588 1.629911 0.002 -0.034 0.026 0.376
H -0.162999 -3.198427 -4.975842 -0.030 -0.009 0.008 0.360
C 3.848299 -1.203021 -3.898761 -0.018 -0.031 0.045 -1.380
C 2.561437 -0.289998 3.687470 -0.054 -0.039 -0.014 -1.438
C -0.107692 -4.734546 0.200832 0.143 0.042 0.017 0.329
H 6.780819 -5.978844 -0.895736 0.000 -0.008 -0.003 0.318
H -5.157009 3.705982 -5.940803 -0.003 0.004 -0.006 0.345
C -2.733715 2.907184 -1.830478 0.073 0.096 0.031 -0.094
C -4.267562 -1.641405 1.811044 0.050 -0.008 -0.002 -0.883
H -5.425580 4.901974 2.755764 0.017 -0.003 -0.010 0.421
H 0.517717 -1.283679 5.688917 -0.010 -0.022 -0.009 0.353
H -1.660882 0.596711 4.981007 0.014 -0.006 -0.015 0.568
C 4.501090 -0.573348 -2.673283 -0.045 0.060 0.181 0.338
O 0.162910 1.970449 -2.977774 0.176 0.187 0.250 -0.700
C -0.153561 -3.131128 1.978229 0.022 -0.005 0.032 -0.547
H 6.841489 -1.490586 -0.829694 -0.009 -0.001 -0.013 0.245
C -2.741927 -5.852813 2.702299 0.045 0.033 0.043 -1.605
C -1.652773 -5.056538 2.033502 -0.084 -0.069 0.002 0.665
C 2.905767 -4.796716 0.138966 -0.142 0.093 -0.093 -0.681
C 0.147723 0.778064 -3.206218 -0.134 0.057 0.005 -1.194
H 6.640740 0.237956 -1.170279 0.014 -0.021 0.000 0.356
C -2.283909 4.154656 3.667682 -0.007 0.003 0.003 -1.132
H 1.039971 3.237053 -1.503297 -0.003 0.094 0.099 -0.253
H -0.171493 2.251601 2.121687 0.034 -0.001 -0.020 -0.473
C -3.179757 4.599563 -3.516700 -0.024 0.008 -0.001 -0.856
C -4.119671 5.091588 5.126984 0.010 -0.018 -0.045 -1.678
H 2.572280 5.161082 -2.328753 0.027 -0.051 0.009 0.350
C 3.633764 -2.809054 -0.984647 0.070 0.059 0.042 -0.194
H 7.222121 -0.296445 0.404357 0.010 0.004 -0.021 0.499
C -3.072036 0.223995 0.768503 0.065 0.115 -0.031 0.337
C -3.634373 3.650969 -4.415649 -0.004 -0.003 0.001 0.715
H 2.603443 6.183047 0.515261 -0.034 -0.015 0.027 0.310
```
Forces are in eV/Å.

Computed properties:
2S+1   1
Energy relative to the best compared isomer or geometry (same formula, charge and spin)   23.6 kJ/mol
Total charge   -1
HOMO   -4.287 eV
Molar mass   1226.71 g mol⁻¹

---

no.,HOMO-LUMO gap (hartree)
1,0.094
2,0.234